1.
Density functional theory data (the ωB97M-V functional and the def2-TZVPD basis) for a structure of composition C28H27N3OsSSi.

## Properties
2S+1 = 5
Kohn-Sham gap (alpha / beta) = 4.42 / 2.89 eV
Total charge = +2
LUMO (alpha / beta) = -5.797 / -10.168 eV
Electronic energy = -55103.6238 eV
⟨S²⟩ = 6.05
Relative energy (zero: lowest compared OMol25 entry of this formula, charge and spin) = 0.423 eV

Element x y z (Å)
Os (-0.04, 0.56, 1.63)
S (-2.77, -3.22, 0.64)
Si (-0.10, -0.45, -2.68)
N (-1.26, -1.26, 1.38)
N (-0.08, -2.45, 4.65)
N (0.19, -0.61, 3.45)
C (1.04, 0.83, 5.40)
C (1.74, -1.84, -4.46)
C (1.16, -0.44, 7.50)
C (2.26, 0.45, -3.79)
C (-0.91, 2.15, 2.70)
C (1.38, 0.73, 6.76)
C (3.37, 0.44, -4.64)
C (0.48, -1.51, 5.50)
C (-1.01, 1.95, 0.41)
C (0.62, -1.57, 6.88)
C (-1.08, -2.27, 2.30)
C (-0.27, -1.87, 3.42)
C (3.68, -0.70, -5.39)
C (-3.29, 1.82, -3.76)
C (-1.84, -3.40, 2.07)
C (1.41, -0.68, -3.74)
C (-1.15, 0.61, -5.10)
C (-1.43, 0.28, -3.76)
C (0.66, -0.34, 4.75)
C (0.35, 2.56, 2.17)
C (2.86, -1.84, -5.30)
C (-1.93, 1.57, -5.75)
C (-2.11, -1.63, 0.42)
C (0.28, 2.43, 0.75)
C (-1.76, 1.78, 1.61)
C (-2.53, 0.86, -3.10)
C (-2.99, 2.19, -5.08)
C (1.22, -0.17, 0.22)
H (-0.28, 0.17, -5.60)
H (1.82, 1.61, 7.23)
H (-0.42, -1.64, -1.80)
H (1.11, -2.73, -4.37)
H (1.07, 1.77, 4.86)
H (1.43, -0.48, 8.55)
H (1.08, 2.65, 0.04)
H (0.30, -2.47, 7.41)
H (-0.27, -3.42, 4.88)
H (1.69, 0.55, -0.46)
H (-1.36, 1.73, -0.60)
H (-2.74, 0.59, -2.06)
H (4.00, 1.33, -4.69)
H (1.18, 2.96, 2.74)
H (2.04, 1.33, -3.18)
H (-2.32, -1.00, -0.44)
H (-1.69, 1.85, -6.77)
H (0.78, -1.02, -0.30)
H (-2.77, 1.41, 1.67)
H (-1.16, 2.14, 3.75)
H (4.56, -0.71, -6.03)
H (0.23, 0.72, -1.85)
H (-4.11, 2.31, -3.22)
H (-3.57, 2.96, -5.58)
H (1.95, -0.55, 0.94)
H (-1.80, -4.29, 2.68)
H (3.10, -2.73, -5.88)

Results of the natural (NBO) charge analysis, in e, for atoms 1 through 8: number 1, Os, carries 0.826; number 2, S, carries 0.513; number 3, Si, carries 1.121; number 4, N, carries -0.438; number 5, N, carries -0.570; number 6, N, carries -0.534; number 7, C, carries -0.248; number 8, C, carries -0.219

=====

2.
Density functional theory data (the ωB97M-V functional and the def2-TZVPD basis) for a structure of composition C28H27N3RuSSi.

## Properties
2S+1 = 5
Kohn-Sham gap (alpha / beta) = 6.41 / 3.52 eV
Total charge = +2
LUMO (alpha / beta) = -5.860 / -9.837 eV
Electronic energy = -55218.6784 eV
⟨S²⟩ = 6.04
Relative energy (zero: lowest compared OMol25 entry of this formula, charge and spin) = 2.819 eV

Element x y z (Å)
Ru (-0.44, 0.08, 1.73)
S (1.59, -4.14, 1.10)
Si (0.22, -0.08, -3.05)
N (-0.61, -2.35, 5.14)
N (-0.82, -0.81, 3.56)
N (0.40, -1.95, 1.65)
C (-1.12, -0.18, 4.76)
C (-0.06, 2.26, -0.11)
C (-2.78, 2.86, -4.88)
C (-0.76, -1.18, -1.51)
C (-1.18, 0.68, -4.06)
C (-0.90, -0.71, 7.10)
C (-1.63, 2.52, -5.60)
C (2.82, 0.14, -3.78)
C (-1.07, 0.67, 7.37)
C (1.84, -0.88, -3.67)
C (-1.38, 2.23, 0.38)
C (-3.18, 2.07, -3.79)
C (-0.97, -1.14, 5.77)
C (4.57, -1.47, -4.21)
C (-1.34, 2.01, 1.81)
C (-0.88, 1.39, -5.24)
C (0.11, 2.04, 2.20)
C (0.61, -4.08, 2.52)
C (0.86, 2.07, 0.96)
C (-1.17, 1.60, 6.33)
C (0.10, -2.81, 2.70)
C (-0.53, -2.11, 3.78)
C (4.17, -0.14, -3.99)
C (-1.19, 1.18, 5.01)
C (1.24, -2.50, 0.77)
C (-2.42, 0.94, -3.43)
C (2.25, -2.22, -3.86)
C (3.60, -2.48, -4.14)
H (-1.31, 3.14, -6.44)
H (-2.30, 2.34, -0.21)
H (-4.07, 2.33, -3.22)
H (-0.02, 1.07, -5.85)
H (-1.10, 1.05, 8.41)
H (3.92, -3.51, -4.32)
H (0.80, 1.24, -2.88)
H (-0.20, -1.45, -0.62)
H (-3.36, 3.74, -5.16)
H (5.61, -1.68, -4.47)
H (1.52, -3.04, -3.81)
H (-0.43, -3.24, 5.59)
H (-1.24, 2.68, 6.53)
H (0.24, 2.36, -1.17)
H (1.69, -1.97, -0.07)
H (0.46, -4.89, 3.22)
H (-2.79, 0.28, -2.64)
H (1.94, 2.06, 0.91)
H (-1.22, 1.89, 4.18)
H (-0.74, -1.42, 7.91)
H (-0.45, 0.04, 0.15)
H (-0.97, -2.09, -2.09)
H (0.52, 2.28, 3.19)
H (-1.72, -0.72, -1.26)
H (-2.18, 2.10, 2.51)
H (2.53, 1.20, -3.67)
H (4.88, 0.68, -4.00)

Results of the Mulliken charge analysis, in e, for atoms 1 through 8: number 1, Ru, carries 0.367; number 2, S, carries -0.088; number 3, Si, carries 1.115; number 4, N, carries -0.055; number 5, N, carries -0.053; number 6, N, carries -0.155; number 7, C, carries 0.936; number 8, C, carries -0.533

=====

3.
Density functional theory data (the ωB97M-V functional and the def2-TZVPD basis) for a structure of composition C28H28BCoF4N5P2.

## Properties
2S+1 = 2
Kohn-Sham gap (alpha / beta) = 7.25 / 7.42 eV
Total charge = 0
LUMO (alpha / beta) = -0.577 / -0.532 eV
Electronic energy = -104700.6224 eV
⟨S²⟩ = 1.12
Relative energy (zero: lowest compared OMol25 entry of this formula, charge and spin) = 0.000 eV

Element x y z (Å)
Co (0.10, -0.04, -0.35)
P (1.19, 0.13, 1.80)
P (0.03, -2.41, 0.30)
F (-0.19, 3.76, 0.93)
F (2.09, 3.94, 0.64)
F (0.99, 2.10, -0.18)
F (0.67, 4.16, -1.18)
N (-2.38, 2.22, -0.57)
N (-1.82, 0.29, 0.74)
N (1.62, -0.59, -1.79)
N (-0.87, 0.84, -1.85)
N (0.50, 0.23, -3.72)
C (-3.23, 1.47, 2.85)
C (0.76, -1.36, 2.78)
C (-1.74, 1.88, -1.63)
C (-0.97, 2.15, -3.77)
C (0.22, -2.47, 2.13)
C (-1.85, 2.69, -2.85)
C (-2.58, 3.83, -3.13)
C (1.32, -0.65, -3.11)
C (-2.40, 4.42, -4.38)
C (1.98, -1.59, -3.93)
C (-2.83, 0.13, 2.93)
C (2.68, -1.28, -1.35)
C (0.49, -2.50, 4.90)
C (-0.35, 0.99, -3.11)
C (-0.04, -3.61, 4.24)
C (-2.35, 1.53, 0.61)
C (0.89, -1.39, 4.17)
C (-2.14, -0.39, 1.87)
C (-0.16, -3.59, 2.86)
C (1.21, -3.76, -0.11)
C (-3.01, 2.15, 1.69)
C (-1.55, -3.25, -0.09)
C (0.78, 1.53, 2.88)
C (3.03, -2.33, -3.44)
C (3.02, 0.13, 1.92)
C (-0.76, 2.73, -5.00)
C (-1.50, 3.88, -5.30)
C (3.42, -2.13, -2.12)
B (0.88, 3.56, 0.05)
H (3.33, 0.18, 2.96)
H (2.19, -3.52, 0.29)
H (-3.74, 1.94, 3.69)
H (-1.77, -4.08, 0.59)
H (-3.24, 4.25, -2.38)
H (3.56, -3.02, -4.08)
H (1.13, 2.43, 2.39)
H (-0.36, -4.47, 4.81)
H (1.27, 1.43, 3.85)
H (-1.46, -3.63, -1.11)
H (-0.05, 2.32, -5.71)
H (4.28, -2.65, -1.70)
H (-1.36, 4.37, -6.25)
H (-3.05, -0.48, 3.79)
H (1.66, -1.66, -4.96)
H (3.44, -0.77, 1.47)
H (3.38, 1.01, 1.39)
H (1.29, -3.89, -1.19)
H (-0.56, -4.47, 2.36)
H (0.86, -4.69, 0.34)
H (-0.30, 1.61, 3.00)
H (1.32, -0.54, 4.69)
H (-1.83, -1.42, 1.91)
H (-2.95, 5.31, -4.64)
H (-3.33, 3.17, 1.54)
H (-2.37, -2.53, -0.07)
H (2.93, -1.13, -0.30)
H (0.58, -2.50, 5.98)

Results of the natural (NBO) charge analysis, in e, for atoms 1 through 8: number 1, Co, carries 1.079; number 2, P, carries 0.916; number 3, P, carries 0.847; number 4, F, carries -0.570; number 5, F, carries -0.566; number 6, F, carries -0.613; number 7, F, carries -0.553; number 8, N, carries -0.517